[1]
{
  "formula": "C11H18",
  "method": "ωB97M-V with the def2-TZVPD basis set",
  "symbols": ["C", "C", "C", "C", "C", "C", "C", "H", "H", "H", "H", "H", "H", "H", "H", "C", "C", "C", "C", "H", "H", "H", "H", "H", "H", "H", "H", "H", "H"],
  "coordinates": [[-1.910, -2.250, 1.509], [-0.551, -1.684, 1.581], [-0.400, -0.412, 2.304], [0.825, 0.140, 2.371], [1.995, -0.357, 1.711], [1.791, -1.535, 0.928], [0.605, -2.246, 1.048], [-2.681, -1.376, 1.487], [-2.045, -3.152, 2.118], [-2.146, -2.850, 0.659], [-1.283, 0.167, 2.489], [0.942, 1.076, 2.843], [2.914, 0.152, 1.627], [2.692, -1.990, 0.474], [0.512, -3.258, 0.816], [0.139, 0.686, -0.514], [-0.402, 1.381, -1.824], [-0.309, 2.936, -1.579], [0.087, 0.792, -3.133], [0.036, -0.479, -0.571], [-0.464, 0.793, 0.397], [1.270, 0.904, -0.246], [-1.521, 1.175, -1.604], [-1.199, 3.384, -2.046], [-0.190, 3.200, -0.517], [0.608, 3.124, -2.215], [1.225, 0.271, -3.044], [-0.523, -0.108, -3.168], [-0.019, 1.513, -3.903]],
  "lumo_ev": 0.878,
  "homo_ev": -8.6,
  "charge": 0,
  "smiles": "Cc1ccccc1.CC(C)C",
  "e_above_lowest_ev": 3.290,
  "gap_ha": 0.3473
}

---

[2]
{
  "formula": "C11H18",
  "method": "ωB97M-V with the def2-TZVPD basis set",
  "symbols": ["C", "C", "C", "C", "H", "H", "H", "H", "H", "H", "H", "H", "H", "H", "C", "C", "C", "C", "C", "C", "C", "H", "H", "H", "H", "H", "H", "H", "H"],
  "coordinates": [[1.424, -2.100, 1.802], [2.010, -3.282, 2.579], [1.530, -0.813, 2.640], [2.152, -1.906, 0.447], [0.361, -2.270, 1.623], [3.005, -3.016, 2.966], [2.097, -4.147, 1.928], [2.576, -0.497, 2.646], [0.927, -0.025, 2.200], [1.227, -0.957, 3.679], [1.552, -2.322, -0.373], [2.288, -0.835, 0.304], [3.102, -2.434, 0.410], [1.429, -3.471, 3.479], [-2.231, 2.757, 0.353], [-0.985, -0.291, -1.466], [-0.577, 0.329, -2.666], [-1.537, 0.461, -0.483], [-1.527, 1.887, -0.586], [-0.562, 1.755, -2.789], [-0.926, 2.516, -1.737], [-0.888, -1.352, -1.278], [-0.266, -0.271, -3.507], [-1.938, 0.032, 0.422], [-0.246, 2.131, -3.753], [-3.214, 2.969, -0.099], [-1.759, 3.732, 0.468], [-0.914, 3.592, -1.817], [-2.437, 2.344, 1.337]],
  "lumo_ev": [-4.442, -8.136],
  "homo_ev": [-13.7, -13.7],
  "charge": 1,
  "spin_multiplicity": 2,
  "e_above_lowest_ev": 0.221,
  "gap_ha": [0.3390, 0.2033]
}

---

[3]
{
  "formula": "C11H18BrCl12F3N2OSSi2",
  "method": "ωB97M-V with the def2-TZVPD basis set",
  "symbols": ["C", "C", "N", "Si", "O", "Si", "N", "C", "S", "C", "F", "F", "F", "C", "Br", "C", "C", "H", "H", "H", "H", "H", "H", "H", "H", "H", "H", "H", "H", "H", "H", "C", "Cl", "Cl", "Cl", "H", "C", "Cl", "Cl", "Cl", "H", "C", "Cl", "Cl", "Cl", "H", "C", "Cl", "Cl", "Cl", "H"],
  "coordinates": [[0.529, -1.347, 1.901], [0.757, -1.740, 0.357], [0.362, -0.687, -0.627], [-1.300, -0.088, -0.332], [-2.512, -1.315, -0.641], [-4.111, -0.715, -0.456], [-5.241, -1.822, -1.339], [-6.330, -1.190, -1.587], [-7.702, -0.255, -1.763], [-4.684, -0.515, 1.374], [-3.954, 0.503, 2.064], [-6.048, -0.062, 1.404], [-4.663, -1.750, 2.058], [-1.501, 1.459, -1.487], [-0.730, 0.971, -3.276], [-0.617, 2.718, -0.947], [-0.991, 3.063, 0.588], [1.344, -1.884, 2.517], [0.647, -0.238, 2.127], [-0.473, -1.781, 2.263], [0.298, -2.754, 0.111], [1.893, -1.879, 0.234], [1.039, 0.089, -0.657], [-1.512, 0.316, 1.075], [-4.320, 0.607, -1.089], [-2.572, 1.835, -1.541], [-0.933, 3.605, -1.606], [0.508, 2.505, -1.081], [-0.744, 4.155, 0.858], [-2.096, 2.908, 0.819], [-0.300, 2.417, 1.244], [1.883, -1.901, -3.714], [3.510, -1.424, -3.201], [1.653, -1.529, -5.431], [1.617, -3.625, -3.411], [1.158, -1.334, -3.131], [-3.348, 6.332, -1.663], [-1.750, 6.797, -1.061], [-3.473, 6.641, -3.399], [-3.673, 4.629, -1.309], [-4.095, 6.936, -1.152], [5.189, -3.234, 0.196], [4.519, -2.350, 1.575], [6.166, -4.603, 0.748], [3.896, -3.789, -0.878], [5.832, -2.557, -0.364], [7.475, -2.475, 4.753], [6.484, -2.394, 6.216], [6.676, -3.450, 3.511], [7.816, -0.849, 4.142], [8.421, -2.950, 5.006]],
  "lumo_ev": -0.193,
  "homo_ev": -9.7,
  "charge": 0,
  "gap_ha": 0.3491
}

---

[4]
{
  "formula": "C11H18BrClLaNO2",
  "method": "ωB97M-V with the def2-TZVPD basis set",
  "symbols": ["La", "C", "C", "C", "C", "C", "Br", "N", "C", "H", "H", "H", "H", "H", "H", "C", "O", "C", "C", "O", "C", "H", "H", "H", "H", "H", "H", "H", "H", "H", "H", "Cl", "C", "H", "H"],
  "coordinates": [[0.586, -1.577, -0.798], [0.213, 4.784, -1.065], [1.038, 3.539, -0.942], [2.413, 3.576, -0.716], [3.146, 2.404, -0.616], [2.445, 1.224, -0.750], [3.414, -0.435, -0.677], [1.139, 1.132, -0.956], [0.453, 2.285, -1.051], [0.843, 5.670, -1.076], [-0.479, 4.874, -0.228], [-0.368, 4.772, -1.987], [2.915, 4.531, -0.625], [4.213, 2.409, -0.450], [-0.611, 2.189, -1.230], [-2.804, -0.187, -0.741], [-1.902, -1.221, -0.286], [-2.275, -1.779, 0.999], [-1.272, -1.310, 2.021], [0.044, -1.780, 1.621], [0.553, -2.854, 2.467], [-3.798, -0.610, -0.881], [-2.434, 0.170, -1.701], [-2.834, 0.633, -0.022], [-2.265, -2.866, 0.893], [-3.288, -1.467, 1.257], [-1.500, -1.682, 3.019], [-1.222, -0.220, 2.064], [0.578, -2.502, 3.495], [1.560, -3.080, 2.123], [-0.085, -3.730, 2.359], [1.888, -3.987, -0.939], [0.064, -3.914, -1.414], [-0.402, -4.647, -0.752], [0.034, -4.343, -2.416]],
  "lumo_ev": -6.639,
  "homo_ev": -15.8,
  "charge": 2,
  "gap_ha": 0.3349
}

---

[5]
{
  "formula": "C11H18F2N2O4S",
  "method": "ωB97M-V with the def2-TZVPD basis set",
  "symbols": ["C", "C", "C", "F", "C", "N", "C", "O", "O", "C", "O", "C", "S", "N", "C", "F", "C", "C", "H", "H", "H", "H", "H", "H", "H", "H", "H", "H", "H", "H", "H", "H", "C", "O", "H", "H", "H", "H"],
  "coordinates": [[3.078, -1.248, -0.156], [1.681, -1.899, -0.126], [0.770, -1.446, -1.281], [1.530, -1.344, -2.416], [0.126, -0.129, -0.944], [0.612, 1.065, -1.251], [1.897, 1.521, -1.990], [2.635, 2.113, -1.212], [1.996, 1.250, -3.167], [-0.214, 2.060, -0.765], [0.030, 3.354, -0.921], [-1.232, 1.406, -0.130], [-2.478, 2.348, 0.665], [-1.023, 0.041, -0.242], [-1.885, -0.984, 0.348], [-1.573, -2.216, -0.148], [-3.388, -0.723, 0.186], [-4.179, -1.963, -0.232], [3.272, -0.788, 0.808], [3.859, -1.990, -0.292], [3.206, -0.501, -0.933], [1.798, -2.977, -0.169], [1.201, -1.639, 0.817], [0.051, -2.230, -1.469], [-0.794, 3.771, -1.201], [-2.200, 2.202, 1.974], [-1.647, -1.017, 1.411], [-3.758, -0.434, 1.167], [-3.619, 0.108, -0.471], [-3.989, -2.792, 0.440], [-3.975, -2.236, -1.263], [-5.234, -1.707, -0.183], [2.509, 1.669, 2.392], [1.274, 0.994, 2.149], [2.574, 1.861, 3.460], [3.356, 1.053, 2.086], [2.541, 2.616, 1.850], [1.194, 0.833, 1.206]],
  "lumo_ev": -0.021,
  "homo_ev": -9.0,
  "charge": 0,
  "e_above_lowest_ev": 0.000,
  "gap_ha": 0.3282
}

---

[6]
{
  "formula": "C11H18F3IN4O2",
  "method": "ωB97M-V with the def2-TZVPD basis set",
  "symbols": ["C", "C", "C", "N", "C", "N", "N", "N", "C", "I", "C", "C", "H", "H", "H", "H", "H", "H", "H", "H", "H", "H", "H", "H", "C", "C", "O", "C", "O", "C", "F", "F", "F", "H", "H", "H", "H", "H", "H"],
  "coordinates": [[4.085, 1.445, 2.806], [3.798, 0.137, 2.315], [2.264, -0.214, 2.165], [1.654, -0.661, 3.377], [0.283, -0.869, 2.913], [-0.653, -1.277, 3.796], [0.182, -0.557, 1.539], [1.387, -0.151, 1.048], [1.706, 0.307, -0.340], [3.285, -0.827, -1.307], [1.925, 1.897, -0.310], [3.439, 2.387, -0.471], [4.844, 1.656, 3.620], [3.450, 2.282, 2.374], [4.619, -0.599, 2.052], [-1.621, -0.946, 3.817], [-0.351, -1.930, 4.526], [-0.707, -0.614, 0.994], [0.748, 0.124, -0.946], [1.507, 2.294, 0.683], [1.294, 2.359, -1.135], [3.656, 2.623, -1.567], [4.213, 1.722, 0.017], [3.509, 3.401, 0.070], [-4.878, -1.093, -2.744], [-3.990, -2.211, -2.225], [-2.609, -2.012, -2.476], [-1.858, -1.119, -1.616], [-2.027, -1.415, -0.335], [-2.098, 0.400, -1.926], [-2.245, 0.625, -3.256], [-1.017, 1.114, -1.542], [-3.168, 0.955, -1.329], [-4.541, -0.740, -3.720], [-5.913, -1.438, -2.828], [-4.885, -0.244, -2.062], [-4.252, -3.118, -2.781], [-4.196, -2.433, -1.174], [-0.839, -1.261, -2.024]],
  "lumo_ev": -0.794,
  "homo_ev": -7.5,
  "charge": 0,
  "gap_ha": 0.2450
}

---

Number 4 is which compound? C11H18BrClLaNO2